Entry 1:
Formula: C9H7NO2PS
Source: the Open Molecules 2025 dataset
Level of theory: the ωB97M-V functional and the def2-TZVPD basis

Values from the calculation:
HOMO (alpha / beta): -2.0 / -5.2 eV
expectation value of S²: 2.02
LUMO level (alpha / beta): 3.1 / 0.9 eV
Kohn-Sham gap (alpha / beta): 5.1 / 6.1 eV
molecular weight: 224.2 g/mol
E: -1291.90112 Eh
charge: -1
multiplicity: 3
largest force on an atom: 6.82 eV/A

```
21
Properties=species:S:1:pos:R:3:forces:R:3
C -1.465 1.354 1.945 1.6 0.4 -1.7
C -0.232 1.947 1.949 0.0 -1.3 -3.0
C -1.917 0.789 0.784 0.7 -1.3 -1.5
C 0.545 1.904 0.822 1.6 0.3 -1.2
C -1.079 0.632 -0.357 -0.8 0.3 -0.2
C 1.330 -2.638 -2.303 -6.7 -0.6 1.2
C 2.646 -2.548 -2.697 5.6 -1.2 -1.7
C 0.175 1.224 -0.316 -0.3 0.2 -0.8
C 1.581 -0.516 -1.956 1.8 5.0 -0.2
N 0.741 -1.486 -2.009 -1.6 -3.6 0.2
O 0.311 1.735 -2.916 -0.3 0.4 -1.2
O 2.497 2.137 -1.481 -0.1 -0.5 -0.3
P 1.249 1.399 -1.834 -0.9 -2.1 1.8
S 3.265 -0.954 -2.454 1.0 -0.8 -0.2
H -1.921 1.475 2.845 -2.3 -0.2 2.2
H 0.122 2.372 2.772 1.4 2.0 3.5
H -2.859 0.319 0.763 -1.2 -0.4 -0.1
H 1.502 2.385 0.575 -0.1 0.2 1.4
H -1.388 0.182 -1.347 0.0 0.4 1.5
H 0.612 -3.558 -2.282 1.8 1.5 -0.1
H 3.324 -3.387 -3.063 -1.2 1.3 0.6
```
Forces are in eV/Å.

These are the Mulliken partial charges, in e, on atoms 1 to 6: C -0.38; C -0.65; C -0.66; C -0.31; C -0.18; C -0.28

---

Entry 2:
Formula: C17H30N2O6P
Source: the Open Molecules 2025 dataset
Level of theory: the ωB97M-V functional and the def2-TZVPD basis

Values from the calculation:
HOMO: -11.6 eV
LUMO level: -4.8 eV
Kohn-Sham gap: 6.8 eV
molecular weight: 389.4 g/mol
E: -1567.51203 Eh
charge: +1
multiplicity: 1
largest force on an atom: 6.85 eV/A

```
56
Properties=species:S:1:pos:R:3:forces:R:3
C 2.201 0.179 -1.228 0.6 0.8 0.0
C 1.852 1.405 -2.266 -0.1 0.8 0.3
C 2.489 2.896 -1.859 -0.5 -1.6 -0.4
N 1.085 1.316 -3.403 -4.5 -0.1 4.6
C -0.398 1.298 -3.059 0.2 -0.1 0.5
C -0.914 2.317 -1.869 -4.7 -2.3 -0.8
C -2.505 2.272 -1.460 4.2 -1.5 -2.7
N -3.490 1.318 -2.155 2.2 1.4 0.1
P -5.183 1.377 -1.532 -4.4 -5.2 -0.6
O -5.855 -0.008 -1.959 2.7 5.4 1.3
O -5.049 1.396 0.220 2.0 0.1 -3.9
O -6.122 2.699 -2.176 1.6 -2.9 1.8
C -3.128 0.376 -3.284 4.9 1.9 0.4
C -1.536 0.349 -3.775 -2.6 1.8 2.3
H 1.625 0.322 -0.193 1.1 -0.2 -2.2
H 3.353 0.309 -0.945 -2.5 -0.3 -0.7
H 2.037 -0.896 -1.661 0.1 2.3 0.7
H 2.147 3.097 -0.743 0.9 -0.6 -2.2
H 2.018 3.692 -2.575 1.2 -1.6 1.3
H 3.653 2.788 -1.936 -2.2 0.5 0.3
H -0.235 3.077 -1.289 -1.4 -1.8 -1.4
H -2.873 2.980 -0.603 0.4 -1.7 -1.9
H -4.206 0.844 0.390 -1.8 1.0 -0.2
H -7.056 2.329 -2.334 1.8 0.3 0.4
H -3.964 -0.306 -3.752 1.7 1.6 1.3
H -1.249 -0.372 -4.651 -0.6 1.6 2.0
C 0.216 0.835 3.991 0.5 0.4 0.0
C 0.747 0.049 2.822 0.9 0.3 -0.6
O 1.761 0.405 2.222 -1.0 -0.2 0.4
C -0.008 -1.187 2.416 0.6 -0.2 -0.5
H 0.862 1.701 4.171 -0.1 -0.2 -0.1
H -0.794 1.191 3.771 0.0 -0.2 0.2
H 0.212 0.209 4.888 -0.3 0.0 -0.1
H -1.028 -0.921 2.125 0.0 -0.2 0.3
H -0.022 -1.903 3.242 -0.2 0.3 -0.3
H 0.490 -1.652 1.558 0.0 0.2 0.1
C 4.783 -0.990 -4.194 -0.4 0.1 0.3
C 5.785 -1.204 -3.091 -0.2 0.1 1.5
O 5.467 -1.092 -1.908 0.2 0.0 -1.4
C 7.191 -1.563 -3.491 0.1 0.0 0.5
H 3.811 -0.737 -3.757 0.2 -0.1 -0.1
H 5.105 -0.163 -4.832 0.0 -0.2 -0.1
H 4.676 -1.905 -4.781 0.1 0.2 -0.1
H 7.621 -0.762 -4.098 0.0 -0.2 -0.1
H 7.191 -2.504 -4.048 0.0 0.2 -0.2
H 7.804 -1.688 -2.592 -0.2 0.0 -0.2
C -3.084 -1.355 6.439 0.4 0.4 -0.1
C -2.553 -2.141 5.270 1.0 0.4 -0.5
O -1.539 -1.785 4.670 -1.4 -0.5 1.0
C -3.308 -3.377 4.864 0.4 -0.1 -0.4
H -2.438 -0.489 6.619 -0.1 -0.2 0.0
H -4.094 -0.999 6.219 0.0 -0.2 0.2
H -3.088 -1.980 7.336 -0.2 0.0 -0.1
H -4.328 -3.111 4.573 0.0 -0.1 0.2
H -3.322 -4.092 5.690 -0.2 0.1 0.0
H -2.810 -3.842 4.006 -0.1 0.1 0.2
```
Forces are in eV/Å.

These are the Mulliken partial charges, in e, on atoms 1 to 6: C -0.57; C 0.56; C -1.03; N -0.43; C 0.53; C -0.28

---

Entry 3:
Formula: C36H42N2O3S3Sb2V
Source: the Open Molecules 2025 dataset
Level of theory: the ωB97M-V functional and the def2-TZVPD basis

Values from the calculation:
HOMO (alpha / beta): -10.2 / -10.2 eV
expectation value of S²: 2.03
LUMO level (alpha / beta): -2.8 / -2.2 eV
Kohn-Sham gap (alpha / beta): 7.4 / 8.0 eV
molecular weight: 941.4 g/mol
E: -4351.09245 Eh
relative energy (zero: lowest compared OMol25 entry of this formula, charge and spin): 0.0 kcal per mole
charge: +1
multiplicity: 3
largest force on an atom: 0.41 eV/A

```
89
Properties=species:S:1:pos:R:3:forces:R:3
V -0.126 -0.886 -0.590 -0.2 -0.3 0.1
C 3.686 -2.519 1.358 0.0 0.0 0.0
N 2.440 -2.432 2.121 0.0 0.0 0.0
C 2.359 -3.222 3.348 0.0 0.0 0.0
C 1.413 -1.766 1.648 0.0 0.0 0.0
O 1.481 -1.094 0.588 0.0 0.2 -0.1
C 0.095 -1.786 2.404 0.0 0.0 0.0
O -0.812 -1.020 1.633 0.0 0.1 -0.1
C -2.178 -1.407 1.678 -0.1 0.1 0.1
C -2.749 -1.088 0.305 0.0 0.1 0.1
O -2.032 -0.410 -0.480 0.0 0.1 -0.1
N -3.954 -1.486 -0.012 0.0 0.0 0.0
C -4.462 -1.298 -1.372 0.0 0.0 0.0
C -4.760 -2.309 0.885 0.0 0.0 0.0
H 3.973 -3.566 1.278 0.0 0.0 0.0
H 4.472 -1.966 1.874 0.0 0.0 0.0
H 3.535 -2.106 0.367 0.0 0.0 0.0
H 1.937 -4.207 3.145 0.0 0.0 0.0
H 1.767 -2.715 4.106 0.0 0.0 0.0
H 3.365 -3.346 3.739 0.0 0.0 0.0
H 0.212 -1.341 3.396 0.0 0.0 0.0
H -0.247 -2.819 2.509 0.0 0.0 0.0
H -2.705 -0.832 2.447 0.0 0.0 0.0
H -2.276 -2.474 1.890 0.0 0.0 0.0
H -3.819 -0.610 -1.907 0.0 0.0 0.0
H -5.473 -0.898 -1.319 0.0 0.0 0.0
H -4.475 -2.260 -1.885 0.0 0.0 0.0
H -4.512 -3.365 0.760 0.0 0.0 0.0
H -5.808 -2.161 0.637 0.0 0.0 0.0
H -4.618 -2.014 1.922 0.0 0.0 0.0
C 2.527 1.852 -0.873 0.3 0.2 0.0
C 2.719 2.629 0.431 -0.2 0.1 0.0
C 1.970 2.105 1.666 0.1 0.0 0.1
Sb 0.140 2.692 2.738 0.2 0.1 -0.1
C -1.775 2.728 1.741 0.0 -0.1 0.1
C -2.154 3.286 0.523 0.0 -0.1 0.0
C -3.488 3.360 0.150 0.0 0.0 0.0
C -4.480 2.896 1.003 0.0 0.0 0.0
C -4.129 2.362 2.232 0.0 -0.1 0.0
C -2.788 2.280 2.593 0.0 -0.1 -0.1
C 0.472 4.799 2.603 -0.1 0.0 0.0
C -0.619 5.665 2.660 0.0 0.0 0.0
C -0.430 7.040 2.671 0.0 0.0 0.0
C 0.854 7.567 2.624 0.0 0.0 0.0
C 1.946 6.713 2.567 0.0 0.0 0.0
C 1.755 5.338 2.559 0.0 0.0 0.0
Sb 0.616 2.090 -1.823 0.1 -0.2 0.2
C 1.123 1.387 -3.766 0.0 0.0 0.0
C 2.412 1.009 -4.128 0.0 0.0 0.0
C 2.669 0.521 -5.402 0.0 0.0 0.0
C 1.639 0.413 -6.326 0.0 0.0 0.0
C 0.352 0.793 -5.975 0.0 0.0 0.0
C 0.095 1.271 -4.699 0.0 0.0 0.0
C 0.902 4.186 -2.189 -0.1 -0.1 0.0
C 1.484 4.593 -3.389 -0.1 0.0 0.0
C 1.746 5.937 -3.619 0.0 0.0 0.0
C 1.431 6.888 -2.659 0.0 0.0 0.0
C 0.857 6.489 -1.461 0.0 0.0 0.0
C 0.595 5.146 -1.228 0.0 -0.1 0.1
H 2.745 0.793 -0.719 -0.1 0.0 0.0
H 3.246 2.232 -1.602 0.0 0.0 0.0
H 2.532 3.696 0.277 -0.1 0.0 -0.1
H 3.788 2.564 0.664 0.0 0.0 0.1
H 2.582 2.378 2.536 0.1 -0.1 0.0
H 1.964 1.013 1.668 0.0 0.0 0.0
H -1.419 3.689 -0.150 0.1 0.0 -0.1
H -3.753 3.802 -0.803 0.0 0.0 0.0
H -5.522 2.972 0.718 0.0 0.0 0.0
H -4.894 2.026 2.920 0.0 0.0 0.0
H -2.533 1.886 3.572 0.0 0.0 0.0
H -1.629 5.272 2.692 0.0 0.0 0.0
H -1.287 7.700 2.716 0.0 0.0 0.0
H 1.002 8.639 2.633 0.0 0.0 0.0
H 2.950 7.116 2.528 0.0 0.0 0.0
H 2.626 4.693 2.520 0.0 0.0 0.0
H 3.227 1.081 -3.418 0.0 0.0 0.0
H 3.674 0.222 -5.673 0.0 0.0 0.0
H 1.840 0.030 -7.318 0.0 0.0 0.0
H -0.454 0.707 -6.693 0.0 0.0 0.0
H -0.920 1.547 -4.431 0.0 0.0 0.0
H 1.728 3.872 -4.158 0.0 0.0 0.0
H 2.197 6.238 -4.556 0.0 0.0 0.0
H 1.632 7.935 -2.843 0.0 0.0 0.0
H 0.613 7.219 -0.700 0.0 0.0 0.0
H 0.175 4.867 -0.267 0.0 0.0 0.0
S -0.321 -4.478 -3.184 0.0 0.0 0.0
C -0.196 -3.224 -2.178 0.0 0.0 0.0
S -0.612 -3.219 -0.475 0.0 0.0 0.0
S 0.375 -1.615 -2.669 0.0 0.1 0.0
```
Forces are in eV/Å.

These are the Mulliken partial charges, in e, on atoms 1 to 6: V 1.28; C -1.07; N 0.31; C -1.03; C 0.65; O -0.19

---

Entry 4:
Formula: C9H12N5
Source: the Open Molecules 2025 dataset
Level of theory: the ωB97M-V functional and the def2-TZVPD basis

Values from the calculation:
HOMO: -12.3 eV
LUMO level: -4.0 eV
Kohn-Sham gap: 8.3 eV
molecular weight: 190.2 g/mol
E: -623.52465 Eh
relative energy (zero: lowest compared OMol25 entry of this formula, charge and spin): 101.4 kcal per mole
charge: +1
SMILES: [NH2+]=C1NC#CCCC/N=C2\NCN=C12
multiplicity: 1
largest force on an atom: 4.27 eV/A

```
26
Properties=species:S:1:pos:R:3:forces:R:3
C 0.995 0.053 1.697 -0.9 1.6 2.6
C -0.604 0.230 -0.981 1.7 -2.0 -1.0
C -0.608 1.654 -0.566 1.3 0.2 0.2
C 0.552 1.096 2.182 -0.9 -0.8 -1.9
C -1.033 2.244 0.739 0.4 -0.6 -0.4
C 1.430 -1.296 1.562 -0.3 -0.1 -3.8
C 0.312 -2.291 1.060 1.5 -0.1 0.9
C -0.331 -2.044 -0.336 -1.7 -3.5 1.0
C 0.595 1.659 -2.416 0.7 -1.4 -2.0
N 0.092 2.414 -1.322 -1.7 0.1 0.6
N -0.960 -0.814 -0.358 -1.4 3.7 1.7
N 0.219 0.241 -2.154 -0.2 1.0 2.0
N -0.462 2.031 1.927 -0.4 -0.4 -1.2
N -2.022 3.103 0.599 1.2 -1.5 1.5
H 2.151 -1.255 0.740 0.8 -0.5 0.5
H 1.713 -1.826 2.427 1.1 0.3 1.3
H 0.946 -3.236 1.229 -1.8 0.7 -1.0
H -0.333 -2.145 1.914 -1.2 -0.8 -0.3
H 0.391 -2.100 -1.076 1.8 -0.5 -1.6
H -1.117 -2.914 -0.547 1.6 1.7 0.5
H 0.141 1.800 -3.461 0.9 1.1 1.5
H 1.714 1.936 -2.339 -1.5 -1.0 -0.8
H -0.131 -0.393 -2.851 0.3 0.2 -0.5
H -1.027 2.416 2.662 0.5 0.2 0.9
H -2.091 3.448 -0.326 -0.9 1.0 -0.6
H -2.281 3.479 1.486 -1.0 1.4 -0.2
```
Forces are in eV/Å.

These are the Mulliken partial charges, in e, on atoms 1 to 6: C 0.33; C 0.67; C 0.11; C -0.28; C 0.48; C -0.69

---

Entry 5:
Formula: C4H6OS
Source: the Open Molecules 2025 dataset
Level of theory: the ωB97M-V functional and the def2-TZVPD basis

Values from the calculation:
HOMO: -9.3 eV
LUMO level: 0.4 eV
Kohn-Sham gap: 9.7 eV
molecular weight: 102.2 g/mol
E: -629.33983 Eh
relative energy (zero: lowest compared OMol25 entry of this formula, charge and spin): 67.4 kcal per mole
SMILES: C=C[C@H](S)C=O
multiplicity: 1
largest force on an atom: 3.93 eV/A

```
12
Properties=species:S:1:pos:R:3:forces:R:3
C 0.531 -0.440 0.482 1.7 0.1 -1.4
C -0.354 0.750 0.754 -3.7 1.3 -0.5
C -1.570 1.013 0.062 2.4 -2.2 0.2
C 0.322 -1.370 -0.785 -1.9 -0.3 -0.4
H 2.006 0.834 -0.906 0.3 -0.5 0.8
H 0.683 -1.128 1.294 -0.4 -0.1 0.7
H -0.094 1.485 1.669 -0.3 -1.9 -2.4
H -2.062 0.281 -0.820 1.7 2.3 2.6
H -2.081 1.929 0.372 -0.1 -0.5 -0.4
H -0.133 -2.502 -0.433 1.4 2.6 -1.2
O 0.451 -0.998 -1.944 -0.3 -1.2 2.7
S 2.301 0.147 0.254 -0.7 0.5 -0.6
```
Forces are in eV/Å.

These are the Mulliken partial charges, in e, on atoms 1 to 6: C -0.05; C -0.15; C -0.65; C 0.09; H 0.17; H 0.34

---

Entry 6:
Formula: C3H10N4
Source: the Open Molecules 2025 dataset
Level of theory: the ωB97M-V functional and the def2-TZVPD basis

Values from the calculation:
HOMO: -7.8 eV
LUMO level: 0.9 eV
Kohn-Sham gap: 8.7 eV
molecular weight: 102.1 g/mol
E: -339.08633 Eh
relative energy (zero: lowest compared OMol25 entry of this formula, charge and spin): 151.6 kcal per mole
SMILES: [H]/N=C(/C)NN(C)N
multiplicity: 1
largest force on an atom: 6.53 eV/A

```
17
Properties=species:S:1:pos:R:3:forces:R:3
C 1.746 -1.511 -0.841 -0.4 -0.6 -0.2
N 0.837 -1.028 0.193 -0.5 -1.2 2.4
N 0.748 0.365 0.185 -3.4 0.2 0.1
H 1.265 0.679 1.008 -0.8 0.4 0.2
H 2.718 -1.020 -0.752 -0.5 0.6 0.1
H 2.042 -2.549 -0.647 -0.6 0.0 -0.1
H 1.329 -1.400 -1.850 0.1 0.0 0.0
C -0.719 2.279 0.084 0.9 0.7 -1.8
C -0.898 0.764 0.315 1.1 6.4 1.0
N -0.535 -1.409 -0.007 -0.6 -4.3 -3.1
N -2.120 0.715 0.755 1.7 -2.5 0.1
H -0.645 -2.426 -0.081 1.4 -0.1 -0.9
H -1.427 -1.402 0.494 1.5 1.9 1.8
H -2.406 -0.160 1.188 -0.2 -0.4 0.0
H -1.621 2.878 -0.044 -0.3 -0.6 0.5
H -0.117 2.768 0.857 0.0 -0.4 0.1
H -0.195 2.458 -0.857 0.4 -0.1 0.0
```
Forces are in eV/Å.

These are the Mulliken partial charges, in e, on atoms 1 to 6: C -0.81; N 0.03; N -0.29; H 0.26; H 0.30; H 0.32

---

Entry 7:
Formula: CHI3S
Source: the Open Molecules 2025 dataset
Level of theory: the ωB97M-V functional and the def2-TZVPD basis

Values from the calculation:
HOMO: -8.1 eV
LUMO level: -2.6 eV
Kohn-Sham gap: 5.6 eV
molecular weight: 425.8 g/mol
E: -1329.84986 Eh
relative energy (zero: lowest compared OMol25 entry of this formula, charge and spin): 63.9 kcal per mole
multiplicity: 1
largest force on an atom: 1.79 eV/A

```
6
Properties=species:S:1:pos:R:3:forces:R:3
C -0.859 -0.038 -0.432 0.0 -0.3 1.3
S 0.936 0.879 1.837 -1.1 -0.3 -1.4
I 0.090 -0.018 -2.308 -0.6 0.3 1.6
I -1.183 -1.855 0.527 0.3 -0.1 -0.4
I 2.788 0.514 0.506 0.3 0.0 -0.1
H -1.772 0.518 -0.131 1.1 0.4 -0.9
```
Forces are in eV/Å.

Charges in e, computed with Mulliken, in the same order as the atoms: C -0.68; S -0.28; I 0.24; I 0.22; I 0.10; H 0.40

---

Q: multiplicity of number 2 (C17H30N2O6P)?
A: 1